[1]
The following is a quantum chemistry calculation of 6 unconnected molecules or ions with the total composition C38H58O20Si in a non-equilibrium geometry, from OMol25.

**Highest occupied orbital energy**: -8.81 eV
**F_max**: 0.05848 Eh/bohr
**SMILES**: CCOC(=O)CCCOC(=O)OCCCCCCCC[Si](C)(C)c1ccccc1.O=C1OCCO1.O=C1OCCO1.O=C1OCCO1.O=C1OCCO1.O=C1OCCO1

Geometry (Å):
C  -1.304931  -5.268693  0.899359
C  -0.904762  -5.551659  -0.618175
O  -0.984636  -4.375674  -1.465493
C  -2.284512  -4.127306  -1.896951
O  -2.665261  -4.602832  -2.938875
C  -3.273476  -3.205717  -1.087964
C  -4.695661  -3.092951  -1.737911
C  -4.785794  -2.100800  -2.945750
O  -4.462761  -0.724831  -2.612190
C  -5.515648  0.150507  -2.881464
O  -5.365623  0.923858  -3.781814
O  -6.672412  0.166136  -2.104965
C  -6.191006  0.134808  -0.713384
C  -7.312830  0.422877  0.337947
C  -6.790363  -0.103500  1.763967
C  -5.231562  0.056385  1.911010
C  -4.695955  0.015534  3.397097
C  -3.436545  -0.928970  3.466159
C  -2.223411  -0.425007  2.554274
C  -1.041759  -1.445547  2.767429
Si  0.564580  -1.042914  1.819184
C  1.947882  -0.652704  3.106577
C  1.109289  -2.657789  0.928392
C  0.404674  0.330691  0.514856
C  -0.620481  0.424425  -0.528726
C  -0.584150  1.532732  -1.497841
C  0.452522  2.565140  -1.490461
C  1.465600  2.494546  -0.436628
C  1.428974  1.402894  0.521076
H  -0.397287  -5.393089  1.555594
H  -2.040847  -6.063555  1.199905
H  -1.715332  -4.241839  1.053026
H  -1.525255  -6.391687  -1.036780
H  0.185219  -5.825264  -0.597846
H  -2.786727  -2.199784  -0.923794
H  -3.370862  -3.659464  -0.060050
H  -5.446083  -2.891636  -0.921317
H  -4.972907  -4.113752  -2.132835
H  -4.068298  -2.447542  -3.728567
H  -5.844291  -2.117806  -3.324462
H  -5.838146  -0.915497  -0.531569
H  -5.346083  0.877531  -0.660630
H  -7.618283  1.496491  0.403165
H  -8.198446  -0.214469  0.072335
H  -7.370062  0.373430  2.605381
H  -7.092958  -1.193969  1.792652
H  -4.886762  1.030794  1.472131
H  -4.769348  -0.829779  1.385602
H  -4.551794  1.022681  3.864739
H  -5.502982  -0.491307  4.011359
H  -3.759243  -1.942986  3.098503
H  -3.045922  -0.941610  4.517549
H  -1.990843  0.630472  2.846453
H  -2.593633  -0.389127  1.488935
H  -1.370807  -2.484032  2.503474
H  -0.784125  -1.418496  3.868015
H  2.856407  -0.399367  2.492237
H  2.107341  -1.606247  3.667871
H  1.665222  0.219699  3.746369
H  0.945833  -3.506686  1.650580
H  0.437855  -2.754694  0.035706
H  2.175407  -2.630326  0.587804
H  -1.415229  -0.348687  -0.604671
H  -1.344178  1.607117  -2.314625
H  0.525299  3.395695  -2.223349
H  2.288700  3.239182  -0.374295
H  2.225697  1.347857  1.293706
O  5.692104  3.326559  -1.208234
C  5.185250  2.584360  -1.996296
O  5.049301  2.854339  -3.322626
C  4.615422  1.653193  -3.951792
C  3.966669  0.900889  -2.829464
O  4.671707  1.367135  -1.682060
H  3.923369  1.870120  -4.764796
H  5.486769  1.133256  -4.356232
H  2.907236  1.147529  -2.717687
H  4.069168  -0.178245  -2.935298
O  7.894209  1.152726  -4.550457
C  8.255324  2.245327  -4.224984
O  8.181883  3.346219  -5.018674
C  8.487489  4.475332  -4.203319
C  9.295160  3.872460  -3.090983
O  8.790488  2.544194  -3.015730
H  9.043068  5.224452  -4.766261
H  7.552800  4.918181  -3.849873
H  10.362564  3.832715  -3.322794
H  9.158551  4.393594  -2.144304
O  2.179150  -5.790321  1.840540
C  2.692665  -6.756561  1.372118
O  3.209285  -7.782266  2.099498
C  3.517835  -8.834664  1.189705
C  3.690708  -8.108065  -0.115211
O  2.838878  -6.976435  0.037909
H  4.419546  -9.362467  1.497625
H  2.683218  -9.540121  1.169411
H  4.715442  -7.760876  -0.269178
H  3.388687  -8.709043  -0.972046
O  -6.055063  2.925832  2.376776
C  -7.008732  3.635053  2.442072
O  -8.295814  3.194041  2.432051
C  -9.127480  4.305172  2.754454
C  -8.279140  5.482166  2.360038
O  -6.953648  4.989897  2.534958
H  -10.065574  4.261441  2.202510
H  -9.344654  4.284922  3.825395
H  -8.415800  5.765285  1.313290
H  -8.455940  6.354389  2.988118
O  10.939032  7.001466  0.232591
C  9.810033  6.716947  0.478321
O  9.233179  5.523849  0.168247
C  7.963756  5.484010  0.820456
C  7.639896  6.939318  1.007843
O  8.928391  7.542005  1.103716
H  7.226733  4.966085  0.206325
H  8.071026  4.952377  1.769104
H  7.113609  7.365411  0.149760
H  7.056011  7.124932  1.908436

Cartesian forces, eV/Å:
C 0.289 -0.782 -0.279
C 0.611 -0.083 1.254
O -1.369 0.056 0.520
C -0.856 0.161 -0.842
O 0.419 0.160 0.644
C 0.698 -0.119 0.629
C 0.202 -0.463 0.041
C -0.614 -0.919 0.419
O -1.432 -0.184 0.502
C 0.136 0.800 -1.053
O -0.498 -0.214 0.404
O 2.261 -0.501 0.162
C -0.429 -0.284 0.731
C 0.294 -0.590 0.331
C -0.386 -0.031 -0.585
C -0.034 0.112 0.738
C -0.759 -1.374 -0.022
C 0.288 1.408 -0.407
C -1.218 -0.926 0.504
C -0.271 0.907 0.052
Si 0.705 -0.919 0.140
C -0.306 0.279 -1.033
C -0.354 0.370 0.173
C 0.216 2.506 -1.648
C 1.727 1.775 -0.083
C 1.070 0.063 0.580
C 0.347 -1.856 2.244
C -1.416 -1.594 -0.243
C -1.217 -0.187 -1.063
H -0.947 0.242 -0.689
H 0.472 0.983 -0.062
H 0.292 -0.938 -0.157
H 0.666 0.874 0.186
H -1.141 0.167 -0.406
H -0.486 -0.955 -0.228
H 0.096 0.461 -0.974
H 0.747 0.126 -0.897
H 0.318 1.056 0.262
H -0.653 0.437 0.522
H 1.051 -0.186 0.108
H -0.056 1.209 -0.059
H -0.813 -0.885 0.247
H 0.359 -0.893 -0.265
H 0.628 0.810 0.077
H 0.735 -0.195 -0.936
H 0.633 0.964 0.145
H -0.346 -1.124 0.131
H -0.277 1.116 0.302
H 0.091 -0.775 -0.676
H 0.799 0.561 -0.449
H 0.431 0.779 0.628
H -0.443 -0.423 -0.820
H 0.135 -0.881 -0.220
H 0.617 -0.077 0.958
H 0.164 0.839 0.304
H -0.239 -0.250 -1.057
H -0.611 -0.292 0.885
H -0.002 0.950 -0.218
H 0.406 -0.842 -0.273
H 0.294 0.692 -0.926
H 0.608 -0.275 0.662
H -0.898 -0.088 0.296
H 0.629 0.743 -0.005
H 0.617 -0.294 0.940
H -0.403 -0.835 0.501
H -0.753 -0.601 -0.075
H -0.671 0.168 -0.673
O -0.106 -0.096 -0.214
C 0.124 0.053 0.265
O 0.122 0.040 0.708
C 0.041 -0.374 -0.905
C -0.625 -0.575 -0.057
O 0.331 0.675 -0.158
H 0.065 0.202 0.095
H -0.004 0.061 0.054
H 0.046 0.011 0.079
H 0.099 0.069 0.195
O 0.064 0.449 0.119
C -0.139 -0.437 -0.097
O 0.066 -0.433 0.260
C -0.140 0.659 -0.120
C 0.433 0.449 0.530
O -0.270 -0.177 -0.484
H -0.059 -0.175 -0.147
H 0.008 -0.092 0.011
H -0.048 -0.029 -0.019
H -0.015 -0.217 0.031
O 0.072 -0.294 -0.112
C -0.156 0.381 0.210
O -0.105 0.297 -0.316
C 0.147 -0.583 0.146
C 0.289 -0.212 -0.539
O -0.077 -0.029 0.428
H -0.064 0.139 0.157
H 0.007 0.056 -0.013
H -0.044 0.010 0.045
H -0.111 0.193 0.000
O -0.295 0.264 0.043
C 0.420 -0.188 -0.017
O 0.373 0.199 -0.028
C -0.624 -0.004 0.151
C -0.174 0.599 -0.110
O -0.124 -0.446 0.018
H 0.113 -0.189 -0.028
H 0.053 0.001 -0.033
H 0.014 -0.054 0.030
H 0.215 -0.055 0.005
O -0.289 -0.087 0.025
C 0.484 0.157 -0.061
O 0.074 0.448 0.068
C -0.519 -0.587 0.025
C -0.518 0.243 0.118
O 0.228 -0.338 -0.167
H 0.195 -0.063 -0.075
H 0.044 0.058 -0.026
H 0.046 -0.033 0.009
H 0.181 0.118 0.000

***

[2]
The following is a quantum chemistry calculation of 4 unconnected molecules or ions with the total composition C38H59ClFN2O12P in a non-equilibrium geometry, from OMol25.

**Highest occupied orbital energy**: -8.73 eV
**F_max**: 0.02539 Eh/bohr
**SMILES**: CCCCCCCCCCCCCCc1cc(C(=O)NC(=O)F)c(P(O)Cl)c2c1C(=O)N(CC=O)C2=O.CCOC(C)=O.CCOC(C)=O.CCOC(C)=O

Geometry (Å):
C  1.559872  0.729758  -3.317897
C  0.339078  1.224415  -4.111501
C  -0.304515  0.121227  -4.952655
C  -0.877965  -1.011946  -4.063531
C  -0.178459  -2.384001  -4.226173
C  0.588112  -2.849978  -2.965976
C  0.256503  -4.274920  -2.483478
C  -0.040812  -4.362898  -0.967445
C  1.018795  -5.154638  -0.198417
C  0.732851  -5.196853  1.311548
C  1.610735  -4.237338  2.101736
C  1.273359  -4.260645  3.610335
C  0.507661  -3.002796  4.025712
C  1.426210  -1.780182  4.208376
C  1.130659  -0.573270  3.353592
C  2.134602  0.010486  2.606706
C  1.942462  1.152047  1.836716
C  3.194876  1.648781  1.167975
O  4.034919  0.880282  0.797314
N  3.410769  3.083182  1.119665
C  3.408365  3.636376  -0.165656
O  3.448294  3.092903  -1.213988
F  3.375201  4.972738  -0.064558
C  0.690514  1.767103  1.730756
P  0.472174  3.268118  0.644142
O  -0.373487  4.258650  1.606422
Cl  -0.906384  2.559057  -0.722278
C  -0.326687  1.176320  2.486728
C  -0.107069  0.060746  3.285279
C  -1.368015  -0.236352  4.022185
O  -1.642167  -1.177737  4.709773
N  -2.299478  0.829518  3.784245
C  -2.377190  1.751800  4.945907
C  -3.818971  2.172481  5.210621
O  -4.585030  2.474985  4.344344
C  -1.772543  1.556645  2.643975
O  -2.424112  2.291131  1.975653
H  1.438928  0.900384  -2.248371
H  1.728736  -0.337744  -3.455173
H  2.466309  1.256789  -3.611416
H  -0.418840  1.568372  -3.407446
H  0.582404  2.083764  -4.732872
H  -1.125367  0.562278  -5.518475
H  0.442488  -0.275744  -5.642255
H  -0.788393  -0.694430  -3.025494
H  -1.934294  -1.121016  -4.300573
H  -0.943567  -3.127594  -4.452599
H  0.486886  -2.356181  -5.087042
H  0.433976  -2.135193  -2.160622
H  1.654672  -2.820234  -3.197467
H  -0.602167  -4.680128  -3.017623
H  1.101689  -4.932089  -2.690557
H  -1.023258  -4.805149  -0.798734
H  -0.046136  -3.359853  -0.534997
H  1.974819  -4.652290  -0.370664
H  1.099476  -6.159032  -0.616424
H  0.862165  -6.211471  1.688238
H  -0.319021  -4.937290  1.467958
H  2.655275  -4.518550  1.964312
H  1.448779  -3.230442  1.705749
H  2.172875  -4.391068  4.204899
H  0.601928  -5.100641  3.778705
H  0.015910  -3.203410  4.976836
H  -0.304034  -2.807874  3.327019
H  2.439821  -2.095243  3.955016
H  1.464191  -1.443684  5.245833
H  3.128941  -0.414056  2.622909
H  4.283408  3.300393  1.594350
H  -1.282540  4.418316  1.276655
H  -1.821309  2.672515  4.747204
H  -1.985632  1.258640  5.833282
H  -4.136680  2.210840  6.270695
C  -4.293757  8.793300  -0.831384
C  -2.952450  8.394175  -0.253505
O  -3.052571  7.253032  0.604398
C  -3.051538  5.990518  0.144384
C  -3.149420  5.721420  -1.338334
O  -3.030195  5.090804  0.947137
H  -4.711098  8.008650  -1.462262
H  -4.191451  9.697699  -1.431875
H  -5.004800  8.985744  -0.028375
H  -2.202177  8.224477  -1.026997
H  -2.572637  9.185775  0.389918
H  -4.190385  5.505067  -1.576484
H  -2.551420  4.841766  -1.567222
H  -2.805025  6.538084  -1.967523
C  1.227901  6.238702  -7.285459
C  -0.259107  6.195673  -7.001841
O  -0.611725  5.114360  -6.134726
C  -0.520880  5.189917  -4.790810
C  0.165631  6.375020  -4.148397
O  -0.932684  4.274203  -4.135699
H  1.807732  6.411216  -6.378716
H  1.454469  7.036358  -7.993575
H  1.554653  5.290311  -7.711139
H  -0.631886  7.141387  -6.605220
H  -0.807865  5.998588  -7.921149
H  1.193121  6.092352  -3.921605
H  -0.347479  6.593750  -3.214999
H  0.171658  7.278241  -4.752792
C  -0.487028  -10.148343  4.014338
C  0.563723  -9.724367  3.009949
O  1.062028  -8.408979  3.273258
C  2.044133  -8.155255  4.162047
C  2.525876  -9.252072  5.083789
O  2.471685  -7.036291  4.232267
H  -0.081496  -10.204070  5.024670
H  -0.886372  -11.128239  3.751545
H  -1.305676  -9.429133  4.025301
H  1.386162  -10.438041  2.944251
H  0.123205  -9.655018  2.016832
H  2.018098  -9.142294  6.041283
H  3.593313  -9.116152  5.236776
H  2.362169  -10.259409  4.710936

Cartesian forces, eV/Å:
C 0.009 0.212 -0.037
C -0.160 -0.309 0.203
C -0.094 0.173 0.477
C 0.517 -0.016 -0.578
C -0.376 0.096 0.473
C 0.258 -0.266 -0.607
C -0.115 0.167 0.577
C 0.437 -0.119 -0.137
C -0.264 0.233 0.063
C 0.058 -0.110 -0.401
C -0.068 -0.292 0.498
C -0.593 0.544 -0.750
C 0.113 -0.291 0.728
C 0.132 0.109 -0.485
C -0.177 -0.337 0.216
C 0.232 -0.079 -0.060
C -0.067 0.525 -0.284
C 0.184 -0.439 -0.187
O 0.106 0.140 0.086
N 0.005 -0.096 -0.070
C 0.144 -0.040 -0.066
O -0.326 0.020 0.103
F 0.219 0.053 0.052
C -0.593 0.037 -0.003
P 0.338 0.113 -0.061
O -0.093 -0.217 -0.415
Cl 0.003 -0.089 0.130
C 0.119 -0.158 0.008
C -0.099 0.085 -0.222
C -0.500 -0.005 0.153
O 0.277 0.097 0.363
N 1.173 0.490 -0.299
C -1.041 -0.342 -0.047
C -0.130 0.105 0.010
O -0.024 -0.102 -0.048
C -0.076 -0.141 -0.048
O -0.021 0.280 0.029
H 0.011 0.008 0.064
H 0.039 -0.052 -0.044
H 0.084 -0.053 -0.018
H -0.029 0.186 -0.047
H 0.081 0.033 -0.040
H 0.113 0.010 -0.262
H -0.100 -0.051 -0.187
H -0.218 -0.019 0.111
H -0.108 -0.011 0.155
H 0.023 -0.094 -0.063
H 0.042 -0.016 -0.078
H -0.089 0.030 0.087
H 0.079 0.135 0.152
H 0.006 0.065 -0.195
H -0.034 -0.110 -0.143
H -0.056 0.002 0.082
H -0.249 0.076 -0.009
H 0.148 -0.149 -0.021
H 0.010 -0.069 -0.013
H 0.065 0.003 0.155
H -0.050 -0.017 0.116
H 0.059 0.112 -0.201
H 0.265 0.108 -0.064
H -0.038 -0.090 0.185
H 0.234 -0.241 0.211
H -0.095 0.072 0.006
H 0.048 0.052 -0.170
H 0.106 0.083 0.079
H -0.150 -0.121 0.106
H 0.019 -0.075 0.015
H -0.111 0.201 0.116
H -0.227 -0.054 0.426
H 0.168 0.001 0.096
H 0.112 -0.025 0.007
H 0.144 0.020 0.085
C -0.065 -0.096 0.018
C -0.059 0.114 -0.098
O 0.118 -0.030 0.113
C -0.247 -0.052 -0.176
C 0.319 0.084 -0.014
O 0.263 0.114 -0.012
H 0.037 0.011 -0.038
H 0.010 0.011 0.012
H 0.017 0.035 0.008
H -0.019 -0.029 -0.013
H 0.011 -0.041 0.045
H -0.014 -0.020 0.011
H -0.085 -0.073 0.032
H -0.100 0.028 0.003
C 0.040 -0.063 0.078
C 0.097 0.074 -0.063
O -0.151 -0.032 -0.030
C 0.253 -0.054 0.078
C -0.229 0.204 -0.096
O -0.169 0.061 0.028
H -0.015 0.049 0.001
H -0.012 -0.002 -0.012
H -0.015 0.008 -0.032
H 0.022 -0.001 0.022
H -0.030 -0.040 0.024
H 0.004 -0.020 0.021
H 0.068 -0.116 0.067
H 0.081 -0.030 -0.028
C 0.013 0.076 0.082
C -0.071 -0.108 0.030
O 0.028 0.041 -0.139
C -0.060 0.034 0.172
C 0.135 -0.153 -0.229
O 0.084 -0.088 -0.029
H 0.027 -0.046 -0.013
H -0.004 0.001 -0.017
H -0.014 -0.013 -0.034
H 0.005 0.004 0.033
H 0.022 0.052 -0.010
H -0.002 0.013 0.012
H -0.025 0.107 0.083
H -0.080 0.007 0.044